Record 1
11
Properties=species:S:1:pos:R:3:forces:R:3:mulliken_charge:R:1 method="wB97M-V/def2-TZVPD" multiplicity=1 lumo_ha=0.022 e_tot_ha=-285.225832 homo_ev=-8.00 orbital_gap_ev=8.6 smiles="C=C=N.C=C=O" largest_force_ev_per_a=6.450
C -0.272 -2.555 -0.402 -1.359 -0.947 0.237 -0.92
C -0.147 -1.265 -0.535 -1.274 0.334 -1.342 0.50
N -0.328 -0.251 -1.185 -3.350 -1.294 1.185 -0.38
H -1.240 -2.872 -0.797 0.025 0.072 0.067 0.19
H 0.162 -3.339 0.152 1.234 -0.098 0.547 0.31
H -0.770 0.597 -0.827 0.136 -0.460 0.256 0.30
C 1.133 2.744 -0.694 0.409 1.409 0.671 -0.89
C 1.507 1.569 -1.102 -1.183 -2.572 -2.521 0.74
O 1.399 0.498 -1.571 5.359 3.580 0.272 -0.35
H 1.519 3.087 0.219 0.278 0.081 1.518 0.25
H 1.029 3.591 -1.338 -0.274 -0.106 -0.891 0.25

=====

Record 2
14
Properties=species:S:1:pos:R:3:forces:R:3:mulliken_charge:R:1 method="wB97M-V/def2-TZVPD" multiplicity=1 charge=+1 lumo_ha=-0.211 e_tot_ha=-174.731475 homo_ev=-13.82 orbital_gap_ev=8.1 largest_force_ev_per_a=3.800
C 5.306 -2.109 -3.090 2.739 1.925 0.022 -0.82
H 4.974 -1.265 -3.816 0.919 -1.801 0.735 0.20
H 4.830 -1.767 -2.154 -0.217 -1.154 -0.262 0.21
H 5.214 -3.156 -3.479 -0.512 1.193 0.638 0.21
H 6.495 -1.976 -2.800 -2.931 -0.162 -1.132 0.19
C -1.735 1.098 0.135 0.875 0.638 -2.062 -0.70
C -2.295 0.804 2.477 2.136 0.410 -1.532 -0.07
N -2.446 0.579 1.226 -2.249 -1.628 2.595 -0.04
H -2.448 1.223 -0.720 0.825 -0.055 0.735 0.30
H -1.285 2.037 0.410 0.003 0.450 -0.013 0.31
H -0.910 0.434 -0.136 -0.256 -0.152 -0.182 0.33
H -1.363 1.300 2.691 -0.053 0.813 0.444 0.25
H -2.869 0.454 3.295 -0.930 -0.687 0.198 0.29
H -3.170 -0.098 0.997 -0.351 0.209 -0.186 0.32

=====

Record 3
174
Properties=species:S:1:pos:R:3:forces:R:3:mulliken_charge:R:1 method="wB97M-V/def2-TZVPD" multiplicity=1 charge=+1 lumo_ha=-0.170 e_tot_ha=-6980.322892 homo_ev=-8.83 orbital_gap_ev=4.2 largest_force_ev_per_a=7.531
C -4.156 1.188 0.120 0.903 -0.609 -0.025 -1.02
C -3.281 0.136 0.439 -0.257 0.696 -0.853 -0.14
C -2.058 0.359 1.317 0.814 0.227 -1.687 -0.81
C -0.636 0.083 0.689 0.421 1.150 -0.121 0.17
C -0.569 -1.365 0.220 0.729 -0.420 -0.941 -1.07
S -0.414 -2.671 1.463 -0.024 -0.064 0.553 -0.42
C -1.824 -3.798 1.197 -0.577 -0.078 -0.276 -0.12
C -3.105 -3.137 0.671 0.713 -0.687 0.204 -0.18
C -0.365 1.180 -0.482 -1.078 -1.923 1.074 0.50
C -0.675 0.568 -1.860 -0.531 0.133 -0.786 -0.84
C -1.163 1.458 -3.034 -0.145 -0.028 0.249 -1.63
C 1.017 1.904 -0.200 -1.343 -0.562 -2.866 3.03
C 0.811 3.448 -0.272 1.023 0.478 0.504 -1.66
C -0.302 4.011 -1.163 -0.616 2.810 -1.361 0.64
C -0.869 5.279 -0.493 -1.249 -1.883 -0.885 -0.15
F -0.283 6.499 -0.567 1.185 -0.391 1.241 -0.31
C -1.989 5.056 0.241 1.553 1.075 0.603 0.03
F -2.050 5.157 1.564 -0.994 1.317 -0.115 -0.28
F -3.120 4.688 -0.288 -0.343 -1.697 0.654 -0.12
P 2.096 1.690 -1.780 1.405 0.882 -1.024 -0.33
N 1.704 2.593 -2.994 -0.322 -0.448 0.322 -0.36
N 1.612 1.319 1.098 -0.880 0.831 0.283 0.64
P 2.428 2.475 2.367 0.822 0.966 1.407 -0.19
O 1.285 3.430 3.029 0.627 -0.641 -0.816 -0.32
I 3.886 4.088 1.226 -0.214 -0.222 -0.027 -0.02
S 2.871 0.074 1.015 0.765 -5.457 -5.134 1.05
O 2.215 -1.213 0.794 -0.553 2.061 2.121 -0.26
O 3.796 0.174 -0.105 -0.063 2.249 1.670 -0.73
C 4.044 -0.222 2.445 1.216 -1.252 1.896 -0.02
F 3.567 -0.136 3.685 -0.713 1.002 0.001 -0.21
F 4.294 -1.536 2.343 -0.339 -0.025 -1.080 -0.24
C 5.466 0.448 2.416 1.104 0.801 0.648 1.17
F 5.703 1.312 1.421 -0.951 0.269 -0.113 -0.20
F 6.424 -0.480 2.309 -0.321 -0.650 -0.156 -0.30
C 5.858 1.190 3.753 0.926 0.591 -0.973 0.36
F 7.023 1.797 3.472 0.194 0.059 -0.111 -0.27
F 5.013 2.143 4.085 -0.588 -0.065 0.415 -0.18
F 6.107 0.351 4.726 -0.646 -0.389 0.527 -0.23
C 0.364 0.661 1.733 -2.064 0.397 1.749 -2.14
C 0.434 -0.091 3.079 1.047 -0.353 0.214 -0.96
P 0.172 0.864 4.610 -2.367 0.556 1.010 0.56
O -0.901 1.863 4.422 0.851 -0.211 -0.288 -0.68
O -0.376 -0.223 5.703 1.559 0.416 -1.164 -0.56
O 1.526 1.471 5.242 -0.013 -0.741 -0.596 -0.45
H -5.075 1.345 0.688 -0.996 -1.123 -1.614 0.21
H -3.893 1.903 -0.673 0.789 1.222 1.630 0.29
H -3.495 -0.865 0.069 -0.900 -0.131 1.815 -0.48
H -2.161 1.374 1.718 0.348 -0.057 -0.059 0.55
H -2.223 -0.315 2.171 -0.157 -0.031 -0.229 1.04
H 0.260 -1.467 -0.492 -0.067 -0.111 0.318 0.86
H -1.439 -1.615 -0.394 -0.009 0.316 0.367 0.18
H -2.072 -4.271 2.152 0.421 0.292 0.040 0.13
H -1.488 -4.604 0.538 -0.073 0.173 -0.046 0.48
H -3.419 -2.304 1.303 0.043 -0.229 -0.148 -0.15
H -2.955 -2.837 -0.369 -0.368 0.027 0.108 0.33
H -3.892 -3.892 0.705 0.023 0.241 -0.167 -0.02
H -1.246 1.795 -0.277 0.669 0.770 -0.073 0.08
H -1.548 -0.079 -1.711 0.263 0.029 0.314 0.21
H 0.080 -0.126 -2.247 0.169 0.261 0.330 0.55
H -2.256 1.538 -3.067 0.133 -0.063 0.288 0.52
H -0.907 0.945 -3.951 0.025 0.139 -0.023 0.73
H -0.768 2.463 -3.122 0.311 -0.247 0.127 -0.49
H 0.734 3.959 0.695 -0.208 -0.617 0.137 0.07
H 1.730 3.862 -0.705 -0.169 0.047 0.147 0.37
H 0.110 4.342 -2.122 0.136 -0.682 -0.006 0.18
H -1.189 3.424 -1.405 0.307 -0.305 0.250 -0.06
H 2.183 0.326 -2.114 -0.152 0.055 0.611 0.10
H 3.370 2.113 -1.315 -0.337 -0.485 0.227 0.13
H 2.473 3.203 -3.246 -0.120 0.174 0.120 0.24
H 1.442 4.361 2.811 -0.313 0.099 -0.077 0.49
H -0.190 1.577 2.015 0.328 -0.004 -0.153 1.92
H -0.476 -0.710 3.101 0.139 0.142 -0.116 0.25
H 1.213 -0.860 3.138 -0.039 0.218 0.055 0.87
H 0.358 -0.824 5.909 -0.297 -0.222 0.384 0.35
H 1.392 2.389 5.509 -0.162 0.065 0.090 0.33
O -5.230 -2.288 -1.484 -0.003 0.025 0.025 -0.52
H -5.947 -2.867 -1.770 0.015 0.014 -0.146 0.22
H -5.536 -1.407 -1.720 0.003 0.022 -0.027 0.24
O -7.217 -3.161 -3.769 -0.155 0.058 0.054 -0.53
H -6.897 -3.028 -4.665 0.108 0.016 0.032 0.26
H -8.158 -3.349 -3.880 -0.019 -0.140 0.002 0.29
O 2.392 8.358 -0.475 -0.030 0.015 0.158 -0.61
H 1.685 7.722 -0.628 0.011 -0.023 -0.029 0.33
H 2.006 9.207 -0.713 0.052 0.014 -0.037 0.30
O -3.076 -5.677 3.631 0.074 -0.022 0.265 -0.54
H -3.820 -5.729 4.242 -0.104 0.080 -0.118 0.29
H -2.428 -6.290 3.995 0.006 -0.064 -0.100 0.25
O 0.349 6.323 -3.684 0.036 -0.078 0.101 -0.58
H -0.077 6.629 -2.877 -0.058 0.089 -0.061 0.25
H 0.194 7.016 -4.332 0.003 -0.019 -0.023 0.30
O 9.255 -0.808 3.939 -0.164 -0.103 -0.056 -0.60
H 8.551 -1.448 3.789 0.041 -0.049 0.004 0.33
H 8.837 0.044 3.780 0.132 0.080 0.064 0.28
O 4.283 -3.574 -0.016 0.250 -0.048 0.028 -0.60
H 4.529 -3.564 0.914 -0.049 -0.104 0.034 0.30
H 3.976 -2.678 -0.186 -0.105 -0.021 -0.131 0.29
O -5.815 -5.087 0.733 -0.007 -0.261 0.192 -0.49
H -5.590 -5.722 1.428 -0.038 0.012 0.041 0.26
H -6.776 -5.149 0.665 -0.020 0.037 -0.216 0.09
O -4.161 -6.051 -1.460 -0.013 0.078 0.252 -0.70
H -4.657 -5.728 -0.688 -0.179 0.105 -0.109 0.38
H -4.183 -5.316 -2.080 0.040 -0.041 -0.066 0.30
O -5.157 2.239 2.727 -0.162 0.240 0.293 -0.47
H -4.926 2.125 3.655 0.099 -0.101 -0.004 0.24
H -5.582 3.114 2.722 0.041 -0.163 -0.071 0.26
O 6.439 -5.182 -1.819 0.116 -0.041 0.044 -0.62
H 5.863 -4.830 -1.131 -0.205 0.212 -0.020 0.33
H 6.379 -6.137 -1.726 0.061 0.009 -0.093 0.30
O -4.841 -1.060 2.447 0.251 0.224 0.074 -0.34
H -5.517 -1.513 2.971 0.109 0.286 -0.207 0.23
H -5.103 -0.131 2.441 -0.103 -0.046 -0.001 0.14
O 7.602 -3.221 -3.810 0.054 0.380 -0.009 -0.64
H 7.421 -3.932 -3.181 -0.268 -0.184 0.024 0.32
H 7.916 -2.496 -3.260 0.130 -0.079 0.035 0.31
O 7.020 -1.308 -6.178 -0.288 0.214 0.070 -0.65
H 7.090 -1.769 -5.333 0.066 -0.311 0.067 0.35
H 7.055 -2.014 -6.832 0.046 0.036 -0.034 0.31
O -2.282 0.551 -5.546 -0.404 -0.580 -0.446 -0.53
H -1.895 1.007 -6.302 0.177 0.264 0.217 0.26
H -2.640 -0.266 -5.909 -0.057 0.042 0.020 0.25
O 4.368 0.134 -6.561 -0.183 0.071 0.155 -0.57
H 3.766 -0.001 -5.823 -0.079 0.013 -0.039 0.32
H 5.133 -0.415 -6.344 0.263 -0.098 -0.160 0.30
O -3.661 -8.777 -0.590 -0.102 -0.018 0.262 -0.64
H -3.588 -8.745 0.369 0.082 0.019 0.005 0.27
H -3.881 -7.866 -0.835 0.086 -0.022 -0.289 0.44
O -8.996 -4.820 0.103 -0.044 -0.054 0.149 -0.57
H -9.697 -5.415 -0.186 0.090 -0.097 -0.032 0.29
H -9.317 -3.942 -0.128 0.109 0.059 0.043 0.28
O 6.131 6.154 0.107 -0.156 0.007 0.188 -0.58
H 5.903 7.035 0.443 -0.072 0.038 0.022 0.33
H 7.087 6.179 -0.002 0.006 -0.092 -0.031 0.29
O -4.119 4.609 -2.925 0.073 0.068 0.099 -0.59
H -3.961 4.738 -1.984 -0.126 -0.016 -0.285 0.37
H -4.519 5.433 -3.221 -0.036 -0.042 -0.073 0.30
O 8.009 0.679 -0.201 0.055 0.184 0.186 -0.75
H 7.292 0.852 0.419 0.211 -0.042 -0.221 0.39
H 8.811 0.772 0.328 0.040 -0.205 -0.032 0.33
O -5.463 -8.727 2.274 0.172 -0.078 -0.036 -0.57
H -5.624 -9.144 3.125 -0.060 0.051 0.018 0.28
H -5.368 -9.464 1.661 -0.089 0.065 -0.097 0.31
O -8.217 -6.408 2.832 0.028 0.152 -0.025 -0.59
H -8.602 -5.999 3.612 -0.022 -0.047 0.026 0.29
H -8.459 -5.816 2.108 -0.092 -0.004 -0.061 0.32
O 2.350 2.785 -6.265 0.158 0.010 0.034 -0.64
H 2.776 3.362 -5.624 -0.023 0.019 -0.027 0.28
H 3.078 2.270 -6.635 -0.014 -0.126 -0.081 0.30
O 8.807 3.230 -1.573 0.011 0.066 0.257 -0.62
H 7.936 3.591 -1.761 -0.004 0.011 -0.127 0.28
H 8.636 2.475 -0.993 -0.119 -0.025 -0.265 0.38
O -5.643 5.080 3.016 -0.153 -0.041 -0.020 -0.61
H -6.038 5.787 3.534 -0.079 -0.029 0.007 0.29
H -4.716 5.308 2.939 0.264 0.066 -0.017 0.31
O -0.509 2.577 -5.667 -0.167 0.347 -0.264 -0.55
H -0.684 3.456 -5.314 -0.055 -0.045 -0.044 0.23
H 0.448 2.551 -5.767 0.383 -0.048 -0.125 0.33
O -6.841 -1.736 4.122 -0.446 -0.260 0.457 -0.57
H -7.469 -1.358 4.747 0.015 0.122 -0.078 0.25
H -6.936 -2.690 4.227 0.084 -0.095 -0.065 0.27
O -9.919 -4.505 -5.035 0.059 0.115 -0.047 -0.61
H -9.602 -4.375 -5.935 0.026 -0.053 -0.007 0.31
H -10.857 -4.689 -5.142 -0.017 0.003 0.081 0.31
O 5.131 8.509 1.878 -0.061 -0.196 -0.121 -0.65
H 4.313 8.915 1.567 0.023 -0.006 -0.143 0.32
H 4.840 7.847 2.511 0.047 0.049 0.102 0.30
O 11.090 -3.052 5.371 -0.125 -0.039 -0.038 -0.64
H 10.841 -2.663 6.214 0.046 0.002 0.024 0.32
H 10.672 -2.482 4.717 0.095 0.126 0.009 0.33
O 6.632 1.855 -4.819 -0.118 -0.051 0.082 -0.61
H 6.708 1.403 -3.974 0.139 0.006 0.024 0.29
H 6.664 1.145 -5.472 -0.002 0.059 -0.074 0.32
O -4.507 -3.316 4.497 0.026 -0.001 0.308 -0.59
H -4.675 -2.426 4.827 -0.032 0.013 -0.091 0.31
H -3.548 -3.407 4.519 -0.012 -0.120 -0.208 0.28